Record 1
This record from the Open Molecules 2025 dataset describes a structure of composition C21H15BrIrN3O4Se. The level of theory is ωB97M-V/def2-TZVPD.

Output
Spin multiplicity ... 2
Charge ... +1
E_LUMO (spin up / spin down) ... -4.3 / -6.2 eV

Each line ends with the Löwdin spin population.
Element x y z (Å)
Ir  0.6091  -0.0618  0.2939  0.26
C  -0.5823  -3.7538  0.5984  0.00
C  -1.4374  -2.5733  0.3237  0.01
N  -1.0565  -1.3024  0.2451  0.01
C  -2.1726  -0.5533  -0.0706  0.00
C  -3.2484  -1.3748  -0.1537  0.00
N  -2.7611  -2.6293  0.1035  0.01
C  -4.7031  -1.2076  -0.4480  0.00
O  -5.1299  0.0116  -0.6952  0.00
O  -5.3993  -2.1868  -0.4400  0.00
C  -1.9959  0.8856  -0.3476  0.00
O  -2.9219  1.6199  -0.5951  0.00
O  -0.7313  1.2815  -0.3123  0.00
H  0.4630  -3.4942  0.4583  0.00
H  -0.8307  -4.5665  -0.0834  0.00
H  -0.7277  -4.1075  1.6198  0.00
H  -3.3551  -3.4495  0.0891  0.00
H  -4.4096  0.6874  -0.6676  0.00
Br  2.0218  -1.4598  1.7573  0.00
C  3.1268  -2.2458  0.4088  0.00
C  4.1637  -3.0663  0.7121  0.00
C  4.8977  -3.6038  -0.3695  0.00
C  4.5528  -3.3116  -1.6580  0.00
C  3.4651  -2.4542  -1.9592  0.00
C  3.0922  -2.1326  -3.2865  0.00
C  2.0439  -1.2919  -3.5198  0.00
C  1.3259  -0.7108  -2.4480  0.00
C  1.6575  -0.9914  -1.1515  0.00
C  2.7301  -1.8879  -0.8896  0.00
H  4.4247  -3.3057  1.7337  0.00
H  5.7365  -4.2534  -0.1620  0.00
H  5.1192  -3.7332  -2.4787  0.00
H  3.6493  -2.5641  -4.1082  0.00
H  1.7565  -1.0471  -4.5337  0.00
H  0.5206  -0.0196  -2.6677  0.00
Se  2.1011  1.7463  0.3250  0.61
C  3.8875  1.0723  0.4701  0.06
C  4.5171  0.5799  -0.6622  0.02
C  5.7953  0.0591  -0.5081  0.00
N  6.4386  0.0098  0.6542  0.00
C  5.8252  0.5153  1.7196  0.00
C  4.5481  1.0607  1.6880  0.02
H  4.0386  0.5786  -1.6332  0.00
H  6.3198  -0.3435  -1.3674  0.00
H  6.3770  0.4842  2.6523  0.00
H  4.1022  1.4609  2.5888  0.00


Record 2
This record from the Open Molecules 2025 dataset describes a structure of composition C5H7NO. The level of theory is ωB97M-V/def2-TZVPD.

Output
Spin multiplicity ... 1
Charge ... 0
E_LUMO ... 1.0 eV

Each line ends with the Mulliken charge.
Element x y z (Å)
C  2.4888  0.0078  0.6190  -0.74
N  1.2738  0.8084  0.6268  -0.55
C  0.2337  0.2917  0.1656  0.65
O  0.0338  -0.9883  -0.3615  -0.42
C  -1.1999  -0.5280  -0.9461  -0.04
C  -2.1851  -0.2071  0.1070  -0.58
C  -1.1043  0.8033  -0.2468  -0.34
H  3.0570  0.2509  -0.2867  0.26
H  3.1118  0.2779  1.4756  0.28
H  2.3113  -1.0741  0.6299  0.28
H  -1.3783  -0.7777  -1.9838  0.36
H  -2.1667  -0.7475  1.0492  0.22
H  -3.1730  0.0745  -0.2510  0.25
H  -1.3028  1.8081  -0.5972  0.35


Record 3
This record from the Open Molecules 2025 dataset describes the ion C3H8NS with charge -1 at a distorted geometry. The level of theory is ωB97M-V/def2-TZVPD.

Output
SMILES ... C[C@H](N)C[S-]
Spin multiplicity ... 1
Charge ... -1
E_LUMO ... 4.2 eV

Each line ends with the Mulliken charge.
Element x y z (Å)
C  -0.8942  -0.6094  0.8045  -1.24
C  0.0592  0.3690  0.1427  0.21
N  -0.5691  1.1871  -0.9304  -0.57
C  1.4253  -0.1915  -0.1398  -0.80
S  1.5134  -1.3696  -1.5742  -0.70
H  -1.7878  -0.1416  1.2313  0.34
H  -0.4000  -1.3927  1.3786  0.34
H  -1.2690  -1.1994  -0.0720  0.25
H  0.1630  1.1859  0.9309  0.18
H  -0.8710  0.5911  -1.6934  0.25
H  -1.2885  1.7471  -0.5077  0.22
H  2.1662  0.5988  -0.3035  0.27
H  1.7525  -0.7748  0.7329  0.25


Record 4
This record from the Open Molecules 2025 dataset describes a structure of composition C46H59N5NaO3Se. The level of theory is ωB97M-V/def2-TZVPD.

Output
Spin multiplicity ... 1
Charge ... -1
E_LUMO ... 2.0 eV

Each line ends with the Mulliken charge.
Element x y z (Å)
Na  -1.7607  0.0061  -1.2824  0.35
N  1.3898  -1.4206  1.4845  0.56
C  0.1666  -0.9336  1.1689  -0.05
N  -0.7289  -1.5677  0.4916  0.54
C  -0.4383  -2.8406  0.0280  -0.45
N  -1.1618  -3.4317  -0.8602  -0.72
N  -2.2413  -2.6845  -1.2853  -0.08
C  -2.3185  -2.5866  -2.5498  -0.59
C  -3.3668  -1.7714  -3.1778  1.18
C  -3.5229  -1.7873  -4.5625  -0.87
C  -4.4995  -0.9899  -5.1343  -0.36
C  -5.2819  -0.2005  -4.3080  -0.75
C  -5.0393  -0.2391  -2.9407  -0.27
N  -4.1104  -0.9991  -2.3823  -0.11
C  0.7891  -3.5018  0.4918  0.59
C  1.0935  -4.8307  0.1981  -0.35
C  2.3238  -5.3569  0.5357  -0.70
C  3.2761  -4.5526  1.1622  -0.66
C  2.9896  -3.2405  1.4755  -0.66
C  1.7366  -2.7178  1.1524  0.79
H  2.1001  -0.7612  1.7690  -0.32
H  -0.0506  0.0651  1.5327  -0.39
H  -1.5899  -3.0684  -3.2049  0.30
H  -2.8779  -2.4121  -5.1683  0.43
H  -4.6424  -0.9786  -6.2076  0.41
H  -6.0517  0.4474  -4.7062  0.40
H  -5.6085  0.3852  -2.2577  0.52
H  0.3525  -5.4188  -0.3264  0.43
H  2.5588  -6.3866  0.2981  0.39
H  4.2491  -4.9604  1.4082  0.43
H  3.7198  -2.6076  1.9661  0.38
C  5.8490  0.1253  0.8883  -2.19
C  4.6473  1.0462  1.1091  2.54
C  5.1214  2.4967  0.9250  -1.85
C  4.1760  0.8653  2.5601  -1.22
C  3.5004  0.7418  0.1436  -0.02
C  2.3480  1.5182  0.1582  -0.50
C  1.2640  1.2596  -0.6712  -0.65
Se  -0.2151  2.5088  -0.6558  0.05
C  -1.0784  2.0978  1.0219  -0.08
C  -0.3705  2.4261  2.1763  -0.76
C  -0.7824  2.0052  3.4267  0.31
C  -1.9578  1.2389  3.4609  -1.51
C  -2.7360  0.9384  2.3599  0.14
C  -2.3375  1.4097  1.0483  1.50
O  -3.0265  1.1899  0.0003  -0.89
C  -3.9617  0.0330  2.5995  2.19
C  -4.8719  0.6713  3.6637  -1.88
C  -3.4666  -1.3329  3.1102  -1.63
C  -4.8414  -0.2452  1.3725  -2.02
C  -0.0252  2.3097  4.7164  2.33
C  0.5113  1.0013  5.3180  -1.57
C  1.1589  3.2479  4.4790  -1.79
C  -0.9574  2.9837  5.7337  -1.83
C  1.2601  0.1475  -1.5767  1.39
O  0.2238  -0.2334  -2.2201  -0.45
C  2.5361  -0.5235  -1.7251  -0.92
C  3.5704  -0.2419  -0.8521  -0.57
C  2.7319  -1.5062  -2.8851  2.74
C  2.4045  -0.7892  -4.2067  -1.76
C  4.1781  -2.0011  -2.9823  -2.49
C  1.8356  -2.7422  -2.7348  -1.06
H  6.6272  0.3547  1.6211  0.43
H  6.2742  0.2569  -0.1092  0.36
H  5.5758  -0.9270  1.0033  0.33
H  5.9527  2.7208  1.6015  0.47
H  4.3191  3.2070  1.1296  0.28
H  5.4553  2.6575  -0.1019  0.39
H  4.9568  1.1615  3.2678  0.67
H  3.9364  -0.1837  2.7649  0.13
H  3.2866  1.4652  2.7632  -0.28
H  2.2775  2.3656  0.8324  0.17
H  0.5338  3.0099  2.0626  0.43
H  -2.2758  0.8503  4.4240  0.27
H  -4.3554  0.8339  4.6116  0.27
H  -5.7322  0.0235  3.8571  0.46
H  -5.2426  1.6373  3.3123  0.40
H  -2.9034  -1.2400  4.0419  0.28
H  -2.8188  -1.7930  2.3611  0.06
H  -4.3151  -2.0010  3.2912  0.52
H  -5.2294  0.6760  0.9390  0.35
H  -5.6850  -0.8655  1.6978  0.51
H  -4.2969  -0.7723  0.5913  0.26
H  1.1989  0.5166  4.6196  0.11
H  -0.3010  0.3015  5.5243  0.30
H  1.0465  1.1903  6.2548  0.50
H  1.8954  2.8042  3.8057  -0.07
H  1.6599  3.4596  5.4274  0.47
H  0.8312  4.1960  4.0466  0.40
H  -1.8168  2.3530  5.9676  0.28
H  -1.3350  3.9275  5.3343  0.38
H  -0.4239  3.1893  6.6671  0.46
H  4.4911  -0.7991  -0.9575  0.42
H  3.0606  0.0752  -4.3423  0.33
H  1.3696  -0.4500  -4.2057  0.08
H  2.5582  -1.4709  -5.0502  0.50
H  4.8782  -1.1747  -3.1330  0.41
H  4.2644  -2.6805  -3.8345  0.46
H  4.4810  -2.5559  -2.0900  0.40
H  0.7985  -2.4468  -2.5917  -0.31
H  2.1546  -3.3385  -1.8764  0.06
H  1.9063  -3.3739  -3.6277  0.65
C  -1.5940  2.5399  -5.3267  -0.73
C  -2.7300  3.2945  -4.6019  -0.60
C  -2.8742  2.5408  -3.2743  -0.24
O  -2.3843  1.2297  -3.5415  0.56
C  -1.2243  1.4195  -4.3463  -0.10
H  -0.7374  3.1789  -5.5414  0.34
H  -1.9479  2.1286  -6.2731  0.26
H  -3.6547  3.2369  -5.1780  0.23
H  -2.5016  4.3486  -4.4429  0.37
H  -3.9022  2.4471  -2.9278  0.49
H  -2.2831  3.0033  -2.4832  -0.32
H  -0.9884  0.4682  -4.8221  0.35
H  -0.3795  1.6994  -3.7118  -0.13


Record 5
This record from the Open Molecules 2025 dataset describes a structure of composition C54H56BrGe2N2O2PdS4 at a distorted geometry. The level of theory is ωB97M-V/def2-TZVPD.

Output
Spin multiplicity ... 5
Charge ... +1
E_LUMO (spin up / spin down) ... -2.2 / -6.0 eV

Each line ends with the Löwdin spin population.
Element x y z (Å)
Pd  -2.0766  1.5183  -0.3134  1.35
C  0.6938  0.0282  -5.9624  0.00
C  1.3405  0.5796  -4.7219  0.00
C  2.2622  -0.1682  -3.9997  0.00
C  2.8872  0.3467  -2.8714  0.00
C  3.8891  -0.4691  -2.1026  0.00
C  2.5693  1.6426  -2.4485  0.00
C  1.6389  2.4103  -3.1562  0.00
C  1.3209  3.8109  -2.7060  0.01
C  1.0385  1.8633  -4.2807  0.00
C  3.2713  2.2133  -1.2673  0.00
C  4.4880  2.8724  -1.4287  0.00
C  5.1572  3.4031  -0.3397  0.00
C  4.6207  3.2893  0.9339  0.00
C  3.4106  2.6353  1.1278  0.00
C  2.7506  2.0882  0.0190  0.00
Ge  0.9527  1.3149  0.3562  0.04
S  -0.4671  2.8961  0.9267  0.86
S  -0.1620  0.1122  -1.3173  0.15
Ge  -0.8500  -1.2045  0.4893  0.04
S  -2.6644  -0.2381  1.3178  0.88
S  0.8907  -0.4994  1.7520  0.09
C  -0.9256  -3.1542  0.1277  0.00
C  -2.1251  -3.7221  -0.3247  0.00
C  -2.2171  -5.1082  -0.4212  0.00
C  -1.1414  -5.9164  -0.1018  0.00
C  0.0478  -5.3469  0.3089  0.00
C  0.1732  -3.9647  0.4319  0.00
C  1.5128  -3.4591  0.8420  0.00
C  1.8666  -3.4065  2.1932  0.00
C  0.8547  -3.6481  3.2830  0.00
C  3.1799  -3.1012  2.5346  0.00
C  4.1461  -2.8717  1.5692  0.00
C  5.5744  -2.5906  1.9425  0.00
C  3.7724  -2.9302  0.2289  0.00
C  2.4703  -3.2090  -0.1554  0.00
C  2.0965  -3.2420  -1.6142  0.00
C  -3.3276  -2.9617  -0.7561  0.04
C  -3.4643  -2.5795  -2.0978  0.00
C  -2.3383  -2.7243  -3.0875  0.00
C  -4.6940  -2.1096  -2.5303  0.02
C  -5.7905  -1.9972  -1.6764  0.01
C  -7.1228  -1.5641  -2.2128  0.00
C  -5.6216  -2.3277  -0.3408  0.01
C  -4.4127  -2.8187  0.1380  0.04
C  -4.2878  -3.2449  1.5754  0.01
C  2.8087  2.5378  2.4855  0.00
C  3.0508  1.4159  3.2861  0.00
C  4.0312  0.3500  2.8735  0.00
C  2.4216  1.3269  4.5258  0.01
C  1.5755  2.3236  4.9868  0.00
C  0.8557  2.1873  6.2990  0.00
C  1.4038  3.4622  4.2038  0.01
C  2.0205  3.5963  2.9658  0.01
C  1.8778  4.8752  2.1872  0.01
H  1.1501  -0.9151  -6.2577  0.00
H  0.7893  0.7323  -6.7895  0.00
H  -0.3723  -0.1447  -5.8002  0.00
H  2.5120  -1.1695  -4.3336  0.00
H  4.1302  -1.3865  -2.6369  0.00
H  3.4921  -0.7304  -1.1177  0.00
H  4.8101  0.0921  -1.9422  0.00
H  2.2333  4.3978  -2.5927  0.00
H  0.8164  3.7988  -1.7345  0.01
H  0.6733  4.3123  -3.4234  0.00
H  0.3259  2.4588  -4.8421  0.00
H  4.8973  2.9744  -2.4267  0.00
H  6.1001  3.9144  -0.4843  0.00
H  5.1364  3.7042  1.7912  0.00
H  -3.1455  -5.5457  -0.7670  0.00
H  -1.2278  -6.9925  -0.1790  0.00
H  0.9006  -5.9678  0.5530  0.00
H  -0.0732  -4.0599  2.8912  0.00
H  0.6211  -2.7066  3.7885  0.00
H  1.2493  -4.3340  4.0328  0.00
H  3.4538  -3.0675  3.5844  0.00
H  5.6757  -2.4104  3.0117  0.00
H  5.9520  -1.7218  1.4012  0.00
H  6.2064  -3.4406  1.6784  0.00
H  4.5293  -2.7811  -0.5328  0.00
H  2.9882  -3.2679  -2.2389  0.00
H  1.5201  -2.3515  -1.8826  0.00
H  1.4840  -4.1121  -1.8512  0.00
H  -1.6714  -3.5458  -2.8291  0.00
H  -1.7458  -1.8079  -3.1258  0.00
H  -2.7320  -2.8975  -4.0882  0.00
H  -4.8164  -1.8388  -3.5725  0.00
H  -7.0056  -0.7926  -2.9733  0.00
H  -7.7586  -1.1809  -1.4179  0.00
H  -7.6256  -2.4153  -2.6783  0.00
H  -6.4526  -2.2193  0.3472  0.00
H  -5.0049  -2.7088  2.1956  0.00
H  -3.2852  -3.0649  1.9631  0.00
H  -4.4908  -4.3139  1.6762  0.00
H  4.1107  0.2595  1.7906  0.00
H  3.7401  -0.6173  3.2799  0.00
H  5.0226  0.5962  3.2625  0.00
H  2.5973  0.4508  5.1407  0.00
H  1.2826  1.3883  6.9024  0.00
H  -0.1975  1.9548  6.1257  0.00
H  0.8964  3.1172  6.8660  0.00
H  0.7766  4.2659  4.5750  0.00
H  2.7784  5.4832  2.2968  0.00
H  1.0315  5.4529  2.5564  0.00
H  1.7402  4.6876  1.1213  0.00
O  -1.4769  2.6195  -2.5069  0.05
H  -1.7047  3.5212  -2.7572  0.00
H  -1.9877  2.0247  -3.0703  0.00
O  -5.7335  1.3126  -0.4161  0.04
C  -4.7190  1.2042  -1.0193  0.05
N  -3.7032  1.1002  -1.6590  0.11
Br  -6.2681  5.4785  -1.6686  0.00
C  -5.3646  4.5807  -0.2805  0.00
C  -5.9363  4.4343  0.9724  0.00
C  -5.2217  3.7559  1.9447  0.00
C  -3.9844  3.2281  1.6210  0.01
N  -3.4470  3.3638  0.4080  0.08
C  -4.1159  4.0383  -0.5239  0.01
H  -6.9170  4.8410  1.1757  0.00
H  -5.6301  3.6264  2.9368  0.00
H  -3.3948  2.6787  2.3458  0.00
H  -3.6467  4.1368  -1.4933  0.00


Listing energy for the structures above in their given order: -172903.8096; -8833.6298; -15566.4875; -132019.8726; -293876.3615 eV.